[1]
Here is C12H24F3N3NaO4SV as an isolated structure in a non-equilibrium geometry from the Open Molecules 2025 dataset. Energies are from ωB97M-V with the def2-TZVPD basis set.

The geometry in ORCA input format:
```
! RIJCOSX wB97M-V def2-TZVPD def2/J DEFGRID3
* xyz 2 1
N -1.56418 -0.57948 0.50577
C -3.09901 -2.46634 1.40237
O -4.18518 -2.11464 1.62698
Na -3.25071 0.00435 2.04509
V -0.06731 -0.01190 0.60703
N 0.09740 1.71240 -0.12275
N 1.10743 -0.98864 -0.52817
C -0.39682 2.19486 -1.42196
C 0.78575 -2.22984 -1.24104
C -0.58436 3.70797 -1.45771
C 0.60834 1.76807 -2.49045
C -1.74161 1.53331 -1.71288
C 0.42547 -3.29199 -0.20539
C 1.94482 -2.72806 -2.10327
C -0.42283 -1.98367 -2.13632
H -1.26579 4.02654 -0.65970
H -1.04538 3.99050 -2.41270
H 0.36251 4.24722 -1.37457
H 1.54258 2.32748 -2.37362
H 0.20309 1.95012 -3.49515
H 0.84790 0.70007 -2.38084
H -1.67856 0.43740 -1.70856
H -2.09446 1.86502 -2.69950
H -2.47781 1.83626 -0.95541
H 1.28893 -3.49125 0.44227
H 0.12981 -4.21907 -0.71324
H -0.40370 -2.94228 0.42338
H 2.79484 -3.05572 -1.49497
H 2.27644 -1.94949 -2.80193
H 1.60293 -3.58805 -2.69382
H -0.66820 -2.91703 -2.66401
H -0.19510 -1.21335 -2.88562
H -1.29492 -1.67506 -1.54487
C 0.92176 2.56749 0.71044
H 0.75218 2.31668 1.76893
H 2.00993 2.47968 0.52416
H 0.66406 3.62814 0.58246
C 2.47922 -0.83405 -0.07198
H 2.51235 -0.11205 0.75972
H 2.92213 -1.78339 0.28404
H 3.13799 -0.45088 -0.86763
F -0.09593 -0.72010 5.98369
C -0.38735 0.39447 5.27677
F -1.41603 1.04225 5.87587
F 0.69729 1.20323 5.26696
S -0.86349 -0.08390 3.53323
O -1.99019 -0.98665 3.75894
O -1.27687 1.17874 2.87466
O 0.35062 -0.69534 2.96529
*
```

Properties
- Highest occupied orbital energy (alpha / beta): -16.94 / -16.94 eV

---

[2]
Here is C12H24F9O10V as an isolated structure in a non-equilibrium geometry from the Open Molecules 2025 dataset. Energies are from ωB97M-V with the def2-TZVPD basis set.

The geometry in ORCA input format:
```
! RIJCOSX wB97M-V def2-TZVPD def2/J DEFGRID3
* xyz -1 2
O -21.32780 9.08404 -11.09073
V -20.49984 9.76104 -12.27790
C -22.10325 8.08099 -14.39294
O -22.79474 8.08748 -13.12019
O -21.04381 8.89237 -14.33407
C -21.76448 6.62339 -14.70517
F -22.88729 5.89796 -14.99247
F -21.02508 6.54460 -15.82568
F -21.14050 6.00810 -13.70739
C -24.19529 8.03824 -13.17113
C -24.73175 8.08139 -11.76278
H -25.82951 8.08533 -11.75026
H -24.37572 7.25978 -11.14254
H -24.54086 9.00430 -11.20670
H -24.52317 7.11886 -13.66843
H -24.63866 8.88331 -13.72319
H -22.83325 8.55157 -15.08016
C -18.84992 12.15467 -13.85017
O -18.81365 12.43699 -15.25878
O -19.34124 10.95128 -13.71861
C -17.38160 12.34306 -13.33560
F -17.02369 13.65443 -13.42176
F -17.18814 11.93059 -12.07008
F -16.50497 11.69202 -14.11274
C -18.99123 13.78452 -15.63003
C -18.65596 13.86222 -17.11081
H -18.99785 14.81945 -17.52540
H -17.58999 13.82023 -17.32693
H -19.19527 13.10050 -17.67406
H -18.29963 14.46562 -15.12763
H -20.01970 14.13347 -15.46938
H -19.40724 12.97963 -13.34141
C -18.80450 7.05076 -11.85410
O -19.81698 6.80845 -10.87142
O -18.87899 8.30515 -12.24336
C -17.43783 6.64896 -11.25425
F -17.38451 5.29499 -11.14414
F -16.39139 6.98322 -12.02719
F -17.21101 7.18303 -10.04289
C -20.14534 5.52045 -10.43259
C -21.43363 5.60092 -9.64732
H -22.24167 5.97471 -10.27194
H -21.63714 4.62341 -9.20474
H -21.30338 6.29540 -8.81340
H -19.34192 5.00976 -9.88410
H -20.26425 4.85322 -11.30493
H -18.97492 6.32670 -12.67906
O -21.57621 9.34461 -8.14563
H -21.32470 9.82799 -7.35383
H -20.81824 8.78890 -8.35979
O -21.98695 11.27148 -12.39588
H -22.24203 11.70260 -13.21880
H -22.59491 11.58048 -11.71962
O -19.24589 10.90161 -10.76918
H -18.34680 10.54859 -10.76377
H -19.15913 11.85177 -10.65975
*
```

Properties
- Highest occupied orbital energy (alpha / beta): -5.35 / -5.26 eV

---

[3]
Here is C12H24GaN4O2S as an isolated structure from the Open Molecules 2025 dataset. Energies are from ωB97M-V with the def2-TZVPD basis set.

The geometry in ORCA input format:
```
! RIJCOSX wB97M-V def2-TZVPD def2/J DEFGRID3
* xyz -1 1
O 0.63591 3.60325 0.36852
N 1.57274 4.18844 -0.08823
O 1.69997 5.42601 0.32451
Ga 0.19442 6.67687 0.19332
S -1.51793 5.81600 -1.05427
H -0.24489 7.04568 1.68421
H 0.77112 7.91676 -0.61912
H -2.11216 4.94192 -0.24848
C -1.71213 -0.76468 -0.92329
C -0.63061 0.12349 -0.31830
C -1.17022 0.93423 0.86602
C -2.25408 1.82274 0.47313
N -3.09707 2.53646 0.16294
H -2.53494 -0.16562 -1.31720
H -1.30795 -1.35772 -1.74106
H -2.12004 -1.45220 -0.17730
H -0.22868 0.80608 -1.06380
H 0.20183 -0.49195 0.02673
H -0.38206 1.54873 1.29590
H -1.55113 0.26339 1.64109
C 2.33210 -3.40264 -5.47390
C 0.88933 -3.66791 -5.06207
C 0.05013 -2.38807 -4.97983
C 0.58186 -1.45521 -3.99467
N 1.00081 -0.73649 -3.20546
H 2.83942 -2.77073 -4.74480
H 2.88879 -4.33635 -5.55044
H 2.37827 -2.90284 -6.44295
H 0.86742 -4.17087 -4.09427
H 0.41666 -4.33942 -5.78105
H -0.97923 -2.61629 -4.70161
H 0.02707 -1.88191 -5.94605
C 0.12014 -1.57117 6.40364
C 0.70678 -0.66038 5.33196
C -0.03939 -0.75242 3.99603
C 0.00840 -2.10248 3.44597
N 0.04808 -3.17729 3.04698
H 0.18750 -2.61959 6.11109
H 0.65644 -1.45291 7.34485
H -0.93051 -1.33772 6.58453
H 1.75724 -0.90612 5.17101
H 0.67012 0.37656 5.66736
H 0.39727 -0.07107 3.26591
H -1.08679 -0.47455 4.12245
*
```

Properties
- Highest occupied orbital energy: -4.62 eV

---

[4]
Here is C12H24Li2NO13 as an isolated structure in a non-equilibrium geometry from the Open Molecules 2025 dataset. Energies are from ωB97M-V with the def2-TZVPD basis set.

The geometry in ORCA input format:
```
! RIJCOSX wB97M-V def2-TZVPD def2/J DEFGRID3
* xyz -1 1
Li -18.82431 1.23132 -15.58156
Li -21.07992 2.52196 -14.49653
C -20.66552 1.53962 -10.31732
C -19.30906 2.20739 -10.41949
N -18.05062 1.75665 -9.59253
C -16.74072 2.53023 -10.01160
C -18.44686 2.13679 -8.10818
C -17.40579 1.55347 -7.03554
C -17.89336 0.19087 -9.65979
C -17.87151 -0.52328 -11.03491
O -16.71518 0.00338 -11.69632
C -16.61935 -0.33928 -13.13400
H -21.10056 1.98402 -9.42214
H -20.58956 0.47835 -10.08062
H -21.21660 1.78466 -11.22527
H -19.31309 3.29685 -10.38528
H -18.91329 2.02943 -11.41939
H -16.71708 2.72072 -11.08457
H -15.85289 2.07380 -9.57397
H -16.90014 3.55161 -9.66597
H -19.46605 1.78609 -7.94581
H -18.55020 3.22187 -8.11446
H -17.46786 1.92877 -6.01407
H -16.35168 1.66073 -7.29140
H -17.51370 0.47538 -6.91639
H -18.62637 -0.32410 -9.03883
H -17.04390 -0.12457 -9.05396
H -18.75454 -0.12852 -11.53742
H -17.89336 -1.61271 -11.00727
H -17.64506 -0.43326 -13.49063
H -16.29373 -1.36605 -12.96724
H -15.80516 0.21429 -13.60172
O -18.09213 4.18193 -12.84749
C -18.07306 3.27457 -13.84349
O -16.98461 2.87606 -14.22387
O -19.13507 2.80314 -14.24926
H -19.04341 4.30063 -12.79663
O -21.71844 -1.34689 -13.65000
C -21.14375 -0.24895 -14.05903
O -19.98084 -0.23783 -14.54474
O -21.79126 0.75369 -14.05941
H -22.51637 -0.87570 -13.90075
O -21.48533 2.85248 -18.51257
C -20.98983 2.65110 -17.30268
O -19.94023 1.99875 -17.19458
O -21.65538 3.05834 -16.35766
H -22.23268 3.39760 -18.25584
O -16.97002 0.48749 -16.23843
C -16.59140 -0.70819 -16.65022
O -15.46560 -1.08877 -16.18628
O -17.46692 -1.38750 -17.09358
H -16.07636 0.56371 -15.89613
*
```

Properties
- Highest occupied orbital energy: -3.85 eV

---

Number 3 is which compound? C12H24GaN4O2S